1.
{
  "formula": "C28H32N5O4PTl",
  "method": "the ωB97M-V functional and the def2-TZVPD basis",
  "elements": ["Tl", "N", "C", "C", "N", "C", "C", "N", "H", "H", "H", "H", "H", "H", "H", "H", "H", "H", "H", "H", "H", "C", "C", "C", "C", "C", "C", "P", "C", "C", "C", "C", "C", "C", "C", "C", "C", "C", "C", "C", "H", "H", "H", "H", "H", "H", "H", "H", "H", "H", "H", "H", "H", "H", "O", "C", "O", "C", "C", "N", "N", "C", "C", "O", "O", "H", "H", "H", "C", "H", "H"],
  "xyz": [[0.0844, 0.6111, -1.3062], [0.4147, -1.3212, -4.5363], [1.7985, -1.3322, -4.9816], [2.7378, -1.7514, -3.8512], [2.7500, -0.8735, -2.6950], [3.7829, 0.1446, -2.6742], [3.2940, 1.5597, -2.9914], [2.5363, 2.1064, -1.8636], [-0.2190, -0.9864, -5.2475], [0.1112, -2.2373, -4.2329], [1.9784, -2.0172, -5.8247], [2.0596, -0.3252, -5.3178], [2.4338, -2.7515, -3.5266], [3.7482, -1.8375, -4.2802], [2.6845, -1.3919, -1.8340], [4.2354, 0.1864, -1.6770], [4.5801, -0.1179, -3.3846], [4.1732, 2.1724, -3.2345], [2.6463, 1.5312, -3.8698], [3.1607, 2.2449, -1.0769], [2.1169, 3.0003, -2.0935], [-1.8748, 1.4619, 4.1414], [-1.1267, 0.2926, 4.1022], [-1.1571, -0.5252, 2.9792], [-1.9467, -0.1890, 1.8800], [-2.7032, 0.9831, 1.9365], [-2.6707, 1.8017, 3.0566], [-1.9773, -1.1424, 0.3050], [-3.4673, -2.1873, 0.5422], [-3.7154, -3.1443, -0.4485], [-4.8550, -3.9307, -0.4151], [-5.7864, -3.7627, 0.6030], [-5.5583, -2.8117, 1.5854], [-4.4073, -2.0327, 1.5592], [-0.5502, -2.2590, 0.5507], [-0.6511, -3.5798, 0.9828], [0.5118, -4.3071, 1.2130], [1.7424, -3.6872, 1.0369], [1.8059, -2.3558, 0.6289], [0.6713, -1.5760, 0.3423], [-1.8299, 2.1090, 5.0090], [-0.5050, 0.0208, 4.9484], [-0.5678, -1.4340, 2.9575], [-3.3030, 1.2637, 1.0768], [-3.2523, 2.7154, 3.0759], [-2.9948, -3.2660, -1.2508], [-5.0252, -4.6737, -1.1852], [-6.6876, -4.3632, 0.6252], [-6.2785, -2.6756, 2.3838], [-4.2338, -1.3002, 2.3375], [-1.6196, -4.0401, 1.1488], [0.4566, -5.3399, 1.5377], [2.6536, -4.2472, 1.2279], [2.7994, -1.9124, 0.5295], [2.4688, 6.1825, 1.8126], [2.4321, 5.1312, 2.5978], [2.8988, 5.1448, 3.7192], [1.8213, 3.8809, 2.0624], [1.9556, 2.6712, 2.6992], [1.3207, 1.7612, 1.9489], [0.7332, 2.2879, 0.8832], [1.0234, 3.5839, 0.9101], [0.6210, 4.4969, -0.1808], [1.2967, 5.5336, -0.3878], [-0.3768, 4.2490, -0.9457], [2.0777, 5.9752, 0.8886], [2.4764, 2.4355, 3.6116], [1.1786, 0.7741, 2.1159], [-1.2748, 3.1268, -0.9073], [-2.1685, 3.4306, -1.4476], [-1.4884, 2.8161, 0.1156]],
  "lowdin_charge": [0.669, -0.005, -0.293, -0.237, -0.070, -0.232, -0.273, -0.041, 0.061, 0.065, 0.097, 0.100, 0.116, 0.102, 0.069, 0.116, 0.104, 0.103, 0.103, 0.076, 0.069, -0.099, -0.100, -0.095, -0.381, -0.123, -0.086, 0.990, -0.370, -0.122, -0.100, -0.112, -0.098, -0.083, -0.488, -0.120, -0.126, -0.133, -0.190, -0.285, 0.097, 0.098, 0.103, 0.106, 0.102, 0.104, 0.096, 0.092, 0.096, 0.095, 0.091, 0.086, 0.084, 0.067, 0.107, -0.523, 0.064, -0.050, -0.010, 0.039, 0.056, -0.131, -0.463, 0.014, -0.054, 0.067, 0.134, 0.136, -0.253, -0.003, -0.022],
  "total_energy_ev": -59176.950,
  "total_charge": -1,
  "e_lumo_ev": 2.4,
  "de_lowest_kcal_mol": 65.72,
  "e_homo_ev": -2.563,
  "max_force_ev_per_a": 1.2,
  "multiplicity": 1
}

***

2.
{
  "formula": "C16H40AlF3O18S6",
  "method": "the ωB97M-V functional and the def2-TZVPD basis",
  "elements": ["Al", "C", "F", "F", "F", "S", "O", "O", "O", "O", "S", "O", "O", "C", "C", "C", "H", "H", "H", "H", "H", "H", "H", "H", "O", "S", "O", "O", "C", "C", "C", "H", "H", "H", "H", "H", "H", "H", "H", "O", "S", "O", "O", "C", "C", "C", "H", "H", "H", "H", "H", "H", "H", "H", "O", "S", "O", "O", "C", "C", "C", "H", "H", "H", "H", "H", "H", "H", "H", "O", "S", "O", "O", "C", "C", "C", "H", "H", "H", "H", "H", "H", "H", "H"],
  "xyz": [[-1.3140, 0.4828, -0.4830], [1.7257, 1.0614, -4.9851], [0.9566, 2.1259, -5.0084], [1.8596, 0.4952, -6.1497], [2.8910, 1.4614, -4.5196], [1.0211, -0.2328, -3.8368], [2.1612, -0.9149, -3.2352], [0.2863, 0.4163, -2.7483], [0.2266, -1.1305, -4.6685], [-0.0898, 4.5648, 2.1218], [-0.3145, 3.2282, 2.6055], [-0.7335, 2.1812, 1.6896], [1.0030, 2.7198, 3.3978], [1.7055, 3.6574, 4.2144], [3.2097, 3.6343, 3.8346], [-1.4992, 3.1999, 3.9747], [1.6787, 3.2958, 5.2452], [1.3138, 4.6720, 4.2034], [3.3486, 4.3854, 3.0546], [3.6163, 2.6915, 3.4777], [3.7938, 3.9608, 4.6946], [-1.2804, 4.0602, 4.6058], [-1.3401, 2.3133, 4.5820], [-2.4806, 3.2385, 3.5103], [0.5519, 4.5636, -3.0318], [0.9648, 3.9763, -1.7903], [0.2459, 2.8350, -1.2537], [2.5323, 3.4760, -1.9115], [3.3093, 4.1818, -2.8728], [4.7531, 3.6725, -2.8797], [1.1703, 5.2492, -0.5130], [3.3618, 5.2549, -2.6408], [2.8488, 4.1870, -3.8621], [5.3822, 4.3418, -3.4613], [4.7540, 2.6709, -3.3070], [5.1685, 3.5950, -1.8759], [1.6952, 4.7214, 0.2797], [0.1599, 5.5682, -0.2753], [1.8190, 6.0433, -0.8738], [-0.8853, -2.6360, 3.6374], [-0.5966, -1.2855, 3.2431], [-1.0041, -0.8239, 1.9228], [-1.1726, -0.2454, 4.3374], [-1.4021, -0.7733, 5.6621], [-1.9605, 0.3270, 6.5310], [1.1660, -0.9013, 3.4207], [-0.4220, -1.0949, 6.0309], [-2.0110, -1.6769, 5.6790], [-1.1971, 1.1011, 6.6229], [-2.1439, -0.0561, 7.5343], [-2.9032, 0.7218, 6.1556], [1.4594, -1.3842, 4.3559], [1.4565, 0.1435, 3.4357], [1.6718, -1.5144, 2.6733], [0.3695, -1.8312, -0.7814], [1.1407, -3.0441, -0.7214], [2.5293, -2.9886, -0.3629], [0.3485, -3.9915, 0.3319], [0.9646, -5.2719, 0.5733], [0.2122, -6.1050, 1.5827], [0.9345, -4.0137, -2.2757], [2.0297, -5.1609, 0.7730], [0.9315, -5.8425, -0.3646], [-0.8636, -6.1422, 1.4250], [0.3860, -5.5937, 2.5366], [0.5878, -7.1111, 1.7504], [1.7098, -4.7641, -2.4093], [1.0249, -3.3055, -3.0974], [-0.0513, -4.4715, -2.2767], [-2.2961, -0.7310, -2.7645], [-2.7091, -1.9141, -3.4841], [-1.8921, -3.1005, -3.3985], [-4.2378, -2.2608, -3.1020], [-4.7082, -3.6247, -3.2377], [-6.2188, -3.6674, -3.1388], [-3.0252, -1.4831, -5.1941], [-4.1978, -4.2319, -2.4903], [-4.3700, -3.9862, -4.2119], [-6.6238, -2.9654, -2.4115], [-6.6322, -4.6636, -3.0001], [-6.6418, -3.3447, -4.0940], [-3.2693, -2.3620, -5.7891], [-2.1214, -1.0796, -5.6517], [-3.8278, -0.7537, -5.2653]],
  "lowdin_charge": [1.456, -0.682, 0.191, 0.216, 0.180, 0.613, -0.104, -0.231, -0.170, -0.258, 0.649, -0.365, -0.268, -0.253, -0.044, -0.067, 0.123, 0.122, 0.075, 0.080, 0.086, 0.084, 0.042, 0.084, -0.245, 0.658, -0.359, -0.245, -0.295, -0.043, -0.078, 0.121, 0.111, 0.091, 0.066, 0.085, 0.061, 0.075, 0.082, -0.232, 0.642, -0.374, -0.269, -0.256, -0.056, -0.068, 0.124, 0.125, 0.079, 0.095, 0.090, 0.078, 0.063, 0.075, -0.337, 0.638, -0.242, -0.248, -0.275, -0.049, -0.069, 0.123, 0.111, 0.087, 0.081, 0.092, 0.085, 0.046, 0.068, -0.366, 0.639, -0.255, -0.260, -0.244, -0.048, -0.079, 0.121, 0.118, 0.086, 0.092, 0.085, 0.089, 0.064, 0.088],
  "total_energy_ev": -133832.879,
  "total_charge": 2,
  "e_lumo_ev": -12.3,
  "de_lowest_kcal_mol": 17.12,
  "e_homo_ev": -15.504,
  "max_force_ev_per_a": 3.2,
  "multiplicity": 1
}

***

3.
{
  "formula": "C4H7NO2",
  "method": "the ωB97M-V functional and the def2-TZVPD basis",
  "elements": ["C", "N", "C", "C", "C", "O", "O", "H", "H", "H", "H", "H", "H", "H"],
  "xyz": [[1.4241, -0.7940, -1.3364], [0.7988, -1.1490, -0.1298], [-1.0189, 0.0213, 1.0742], [0.1818, 0.0286, 0.0391], [0.4351, 1.4055, -0.1268], [-3.2797, 0.3571, 1.4443], [2.5753, -0.2552, -1.4180], [1.0994, -1.1582, -2.3645], [-4.2084, 0.4962, 1.5528], [-1.1188, -1.0129, 1.5422], [-0.8275, 0.6489, 1.9078], [-1.9508, 0.3353, 0.5239], [-0.4214, 1.9818, -0.4005], [1.3389, 1.9687, 0.0364]],
  "lowdin_charge": [-0.321, 0.186, -0.025, -0.328, 0.273, -0.344, -0.005, 0.150, -0.075, 0.133, 0.078, 0.061, 0.104, 0.113],
  "total_energy_ev": -9837.586,
  "e_lumo_ev": -4.0,
  "de_lowest_kcal_mol": 223.55,
  "e_homo_ev": -8.249,
  "max_force_ev_per_a": 7.2,
  "multiplicity": 1
}

***

4.
{
  "formula": "C3H5Br",
  "method": "the ωB97M-V functional and the def2-TZVPD basis",
  "elements": ["C", "C", "C", "Br", "H", "H", "H", "H", "H"],
  "xyz": [[0.2286, -1.6336, -0.1321], [-0.5717, -0.0085, -0.0295], [0.2844, 1.1395, 0.1885], [-2.3594, -0.0015, 0.4334], [-0.4616, -2.4450, -0.5953], [1.2694, -1.4325, -0.5838], [1.2887, 0.9048, -0.3502], [-0.1572, 2.1304, -0.1779], [0.4787, 1.3463, 1.2470]],
  "mulliken_spin": [0.914, 0.837, -0.014, 0.086, 0.031, 0.035, 0.011, 0.028, 0.072],
  "total_energy_ev": -73229.313,
  "e_lumo_ev": [0.9, -1.2],
  "de_lowest_kcal_mol": 22.98,
  "e_homo_ev": [-7.265, -10.220],
  "max_force_ev_per_a": 4.2,
  "multiplicity": 3
}

***

5.
{
  "formula": "C7H23BF3GaN2O6PS2",
  "method": "the ωB97M-V functional and the def2-TZVPD basis",
  "elements": ["N", "P", "O", "O", "Ga", "C", "C", "O", "C", "F", "F", "F", "B", "N", "O", "H", "H", "H", "H", "H", "H", "H", "H", "H", "H", "H", "C", "S", "O", "C", "H", "H", "H", "H", "H", "H", "C", "S", "O", "C", "H", "H", "H", "H", "H", "H"],
  "xyz": [[5.0508, 4.3040, 0.6849], [3.5822, 3.7435, 0.7307], [2.5561, 4.7231, -0.0694], [2.9151, 3.9089, 2.2376], [3.4038, 1.4855, -0.0246], [1.9167, 0.5441, 1.0769], [0.6433, 0.2531, 0.3011], [-0.1785, -0.7759, 0.8823], [-0.2525, 1.4857, 0.2254], [0.3902, 2.5469, -0.3166], [-0.6874, 1.8949, 1.4415], [-1.3757, 1.3433, -0.5423], [5.3083, 0.5465, 0.1506], [6.2522, 0.4632, -0.9877], [5.7529, -0.0972, 1.2863], [5.3421, 4.7043, 1.5710], [1.9807, 4.1844, -0.6265], [3.1534, 3.1226, 2.7424], [2.9098, 1.5736, -1.5600], [1.6646, 1.0946, 1.9920], [2.3265, -0.4298, 1.3773], [0.9148, -0.0220, -0.7253], [0.3479, -1.5900, 0.8889], [5.9481, -0.2155, -1.6789], [6.2325, 1.3590, -1.4672], [5.0811, -0.0341, 1.9716], [-4.0893, -0.0293, -1.2535], [-5.7919, 0.5026, -1.3960], [-6.6365, -0.6406, -0.9511], [-5.8389, 0.4972, -3.1930], [-3.8562, -0.1192, -0.1969], [-3.9805, -0.9921, -1.7495], [-3.4292, 0.7134, -1.6978], [-5.5874, -0.4999, -3.5542], [-5.1352, 1.2370, -3.5740], [-6.8506, 0.7588, -3.4955], [-2.4828, -2.8950, 1.0434], [-1.4076, -4.1038, 1.7977], [-0.0240, -3.7772, 1.3542], [-1.9370, -5.4973, 0.7938], [-2.2405, -1.9348, 1.4919], [-2.2681, -2.8588, -0.0227], [-3.5252, -3.1578, 1.2302], [-1.7797, -5.2603, -0.2583], [-2.9884, -5.7053, 0.9925], [-1.3298, -6.3542, 1.0771]],
  "lowdin_charge": [-0.261, 0.392, -0.247, -0.256, 0.417, -0.233, -0.369, -0.055, -0.546, 0.096, 0.133, 0.097, -0.684, 0.064, 0.055, -0.061, 0.014, 0.033, -0.057, 0.053, 0.054, 0.135, 0.062, 0.045, 0.041, 0.057, -0.276, 0.804, -0.566, -0.278, 0.048, 0.058, 0.046, 0.055, 0.053, 0.045, -0.282, 0.820, -0.546, -0.274, 0.040, 0.060, 0.059, 0.057, 0.051, 0.046],
  "total_energy_ev": -115064.722,
  "total_charge": -1,
  "e_lumo_ev": 2.1,
  "e_homo_ev": -4.503,
  "max_force_ev_per_a": 0.9,
  "multiplicity": 1
}

***

6.
{
  "formula": "C22H65N4O10",
  "method": "the ωB97M-V functional and the def2-TZVPD basis",
  "elements": ["N", "H", "H", "H", "H", "C", "O", "H", "H", "H", "H", "C", "O", "H", "H", "H", "H", "C", "O", "H", "H", "H", "H", "C", "O", "H", "H", "H", "H", "C", "O", "C", "C", "N", "C", "C", "O", "C", "H", "H", "H", "H", "H", "H", "H", "H", "H", "H", "H", "H", "H", "H", "H", "C", "O", "C", "C", "N", "C", "C", "O", "C", "H", "H", "H", "H", "H", "H", "H", "H", "H", "H", "H", "H", "H", "H", "H", "C", "O", "C", "C", "N", "C", "C", "O", "C", "H", "H", "H", "H", "H", "H", "H", "H", "H", "H", "H", "H", "H", "H", "H"],
  "xyz": [[40.4823, -21.6111, -20.0088], [40.8404, -21.7270, -19.1934], [41.0800, -20.9733, -20.4851], [39.5759, -20.8622, -19.9064], [40.2194, -22.3215, -20.4491], [42.0897, -23.2143, -23.3366], [42.8365, -22.4314, -22.5001], [41.6624, -22.6962, -24.1781], [41.1672, -23.5686, -22.8990], [42.3523, -24.0809, -23.6467], [43.6596, -22.0241, -22.9423], [36.1782, -21.4559, -20.5518], [37.4244, -21.9727, -20.9713], [35.5810, -21.5009, -21.3008], [36.2288, -20.5295, -19.9783], [35.8717, -22.1060, -19.6959], [37.3441, -22.7465, -21.5688], [39.1357, -19.6693, -22.4801], [39.9325, -19.0978, -21.5344], [38.1663, -19.6765, -22.2556], [39.3999, -20.7650, -22.6050], [39.0491, -19.2460, -23.2716], [39.9765, -18.1903, -21.8733], [37.9707, -18.6293, -18.6068], [38.2887, -19.9469, -18.0476], [37.5957, -18.7831, -19.6662], [38.7071, -18.0793, -18.6094], [37.0609, -18.1311, -18.0670], [37.4636, -20.0787, -17.8470], [42.9148, -19.8810, -22.1335], [43.9366, -19.6354, -21.1042], [44.2764, -18.2776, -20.9025], [45.5006, -18.1619, -20.1183], [46.0287, -16.8437, -20.0706], [47.3899, -16.8010, -19.4266], [47.8499, -15.3477, -19.2472], [49.2074, -15.4010, -19.0770], [49.8685, -14.1148, -18.9928], [41.9434, -19.3621, -21.9995], [42.9314, -20.8976, -22.2364], [43.2604, -19.0864, -23.0471], [43.4178, -17.5519, -20.3299], [44.4439, -17.7272, -21.9434], [46.3525, -18.9047, -20.4951], [45.3952, -18.6811, -19.0827], [45.5013, -16.2181, -19.6023], [48.0398, -17.5993, -20.0075], [47.2545, -17.3557, -18.3793], [47.2837, -14.8468, -18.5245], [47.7505, -14.7280, -20.1065], [50.9510, -14.2045, -19.1725], [49.6828, -13.5349, -17.8286], [49.3380, -13.3829, -19.6780], [40.5481, -22.2470, -15.8754], [40.9050, -22.8463, -17.0790], [40.8894, -24.3351, -16.9021], [41.6063, -24.8894, -18.0871], [41.9953, -26.2788, -17.9054], [42.8327, -26.7118, -19.0513], [43.2391, -28.1488, -18.9832], [44.2049, -28.4854, -20.0095], [44.5011, -29.8053, -20.1962], [40.4551, -21.2924, -16.0613], [41.1376, -22.3288, -15.0507], [39.6798, -22.7127, -15.5200], [40.0616, -24.8221, -16.7188], [41.7433, -24.5398, -16.3450], [42.5029, -24.2372, -18.2761], [40.9552, -25.0186, -18.9252], [42.4948, -26.5684, -17.0191], [43.6101, -26.0516, -19.1494], [42.3670, -26.4377, -19.8899], [42.2083, -28.5440, -19.0618], [43.5734, -28.3117, -18.0420], [44.8371, -30.5269, -19.4553], [45.1086, -30.0112, -20.9394], [43.7919, -30.3726, -20.7191], [41.1389, -16.9910, -16.8003], [42.3156, -17.7803, -16.8007], [42.2328, -18.5973, -17.9446], [43.1993, -19.8243, -17.7746], [43.2940, -20.4697, -19.0774], [44.1837, -21.7276, -19.0052], [45.6336, -21.2391, -19.1500], [46.4921, -22.4147, -19.4062], [47.8649, -21.9665, -19.8461], [41.5010, -16.3870, -15.8590], [40.3250, -17.7959, -16.6023], [41.1424, -16.4768, -17.6620], [42.3695, -18.0585, -18.7228], [41.2648, -19.0037, -18.1103], [42.6530, -20.5153, -17.1537], [44.2171, -19.5228, -17.5576], [43.6881, -19.6328, -19.7469], [43.8349, -22.2012, -19.7766], [43.9326, -22.2170, -18.2383], [45.8897, -20.4749, -18.2279], [45.8328, -20.4699, -19.9345], [48.1414, -21.4496, -20.8318], [48.4313, -22.8907, -19.6683], [48.1093, -21.4829, -18.8885]],
  "lowdin_charge": [0.416, 0.016, 0.087, 0.222, 0.026, -0.155, -0.133, 0.096, 0.083, 0.021, 0.159, -0.114, -0.142, 0.022, 0.071, 0.105, 0.109, -0.155, -0.105, 0.044, 0.122, 0.001, 0.121, -0.077, -0.063, 0.087, -0.041, 0.141, -0.037, -0.011, -0.267, -0.248, -0.293, -0.058, -0.144, -0.275, -0.210, -0.093, 0.068, -0.024, 0.159, 0.181, 0.159, 0.152, 0.114, 0.063, 0.151, 0.147, 0.107, 0.107, 0.076, 0.154, 0.082, -0.108, -0.174, -0.125, -0.244, -0.060, -0.220, -0.162, -0.108, -0.156, 0.035, 0.073, 0.086, 0.087, 0.111, 0.132, 0.111, 0.145, 0.094, 0.076, 0.142, 0.088, 0.105, 0.035, 0.075, -0.084, -0.189, -0.221, -0.165, -0.075, -0.107, -0.184, -0.208, -0.069, 0.143, 0.120, 0.038, 0.025, 0.094, 0.102, 0.095, 0.059, 0.045, 0.038, 0.153, 0.063, 0.111, 0.077, 0.080],
  "total_energy_ev": -50274.106,
  "total_charge": 1,
  "e_lumo_ev": -2.2,
  "de_lowest_kcal_mol": 127.44,
  "e_homo_ev": -10.479,
  "max_force_ev_per_a": 12.7,
  "multiplicity": 1
}

***

Question: Among the records above, which one has the highest multiplicity?
Answer: C3H5Br

***

Question: Look up the multiplicity of the first one.
Answer: 1